No. 1
An isolated ion of composition C7H12 and charge -1 in a non-equilibrium geometry. Source: OMol25; level of theory: ωB97M-V with the def2-TZVPD basis set.

The geometry in XYZ format:
```
19
Properties=species:S:1:pos:R:3:forces:R:3
C -0.15297 0.95180 0.61666 -0.82 -0.25 0.02
C 0.70043 -1.56578 -2.01232 -0.57 -0.17 0.20
H -1.25076 0.59241 2.38478 0.16 -0.11 0.57
H 0.67232 -2.58113 -1.61899 0.40 -0.24 0.34
C -0.21678 -0.38094 0.10953 0.89 0.62 -0.15
H 0.10580 -2.44753 0.60940 0.26 0.17 -0.18
H -0.89197 -0.02118 -1.87814 0.41 0.42 -0.26
H 0.99259 1.60560 -1.06204 -0.22 0.01 -0.16
H -1.05383 -1.75462 1.61667 0.03 0.48 -0.16
H 0.60723 -1.40617 1.94142 0.14 0.52 -0.29
H -0.26798 2.20256 2.36697 -0.29 0.04 0.06
H 0.92417 2.77722 0.21815 -0.51 0.19 0.00
C -0.55997 1.26507 1.90504 0.30 0.27 -0.56
H 1.71915 -1.16589 -1.96089 0.31 -0.28 -0.03
H 0.46122 -1.72111 -3.06685 -0.18 0.38 -0.12
C -0.22944 -0.63557 -1.27719 -0.60 -0.22 -0.10
H -0.51515 2.51826 -0.86764 0.07 0.17 0.13
C 0.30963 2.04365 -0.32710 0.81 -0.35 0.24
C -0.10027 -1.48730 1.10390 -0.60 -1.63 0.45
```
Positions in Å, forces in eV/Å.

Summary:
ΔE to the lowest compared entry with this formula, charge and spin in kJ/mol: 39.1
Spin multiplicity: 2
Gap between HOMO and LUMO (spin up / spin down) in eV: 4.604 / 6.253
Net charge: -1
Calculated total energy in eV: -7451.0750
Highest occupied orbital energy (spin up / spin down) in eV: -0.21 / -1.99



No. 2
A 2-piece molecular cluster, C5H11NO overall in a non-equilibrium geometry. Source: OMol25; level of theory: ωB97M-V with the def2-TZVPD basis set.

The geometry in XYZ format:
```
18
Properties=species:S:1:pos:R:3:forces:R:3
H 0.26006 1.70258 -0.55065 -0.11 0.31 0.13
H -0.83351 -2.00243 0.32497 0.04 -0.21 0.19
C -0.69721 -1.31478 2.32422 0.19 0.29 0.46
H 3.75835 -0.13899 0.43316 -0.11 0.06 0.00
H 2.64846 0.89917 0.64334 0.10 -0.30 -0.02
N -1.12846 0.24802 -0.95727 0.11 -0.01 0.27
H -0.30057 -2.18682 2.79599 0.13 -0.62 -0.05
C -0.97391 -1.20269 1.04393 -0.24 0.51 -0.37
C 0.51980 1.05369 -2.53129 -0.19 0.54 1.57
H 1.17851 1.88020 -2.73265 0.33 -0.30 -0.38
H -1.41025 -0.46092 -1.61489 -0.08 -0.02 0.07
H -1.13447 0.93165 0.98065 -0.32 0.15 0.17
C -1.52100 0.07516 0.43616 0.34 -0.73 -0.78
O 2.88774 -0.01951 0.82849 0.01 0.22 0.02
H -0.80675 -0.47896 3.00519 -0.13 0.17 -0.10
H 0.25410 0.27600 -3.18989 -0.05 -0.42 -1.28
H -2.61091 0.03838 0.44044 -0.07 0.22 0.34
C -0.06579 1.02705 -1.32723 0.05 0.15 -0.22
```
Positions in Å, forces in eV/Å.

Summary:
ΔE to the lowest compared entry with this formula, charge and spin in kJ/mol: 240.6
Structure (SMILES): C=CCNC=C.O
Gap between HOMO and LUMO in eV: 8.701
Net charge: 0
Calculated total energy in eV: -8899.2041
Highest occupied orbital energy in eV: -7.78



No. 3
A 3-piece molecular cluster, C4H12NO overall in a non-equilibrium geometry. Source: OMol25; level of theory: ωB97M-V with the def2-TZVPD basis set.

The geometry in XYZ format:
```
18
Properties=species:S:1:pos:R:3:forces:R:3
H 2.86340 -1.17001 -0.68802 0.29 -1.09 0.35
H 0.02999 -1.72031 0.61679 0.65 -0.99 2.07
H -3.23653 -0.07190 1.81324 0.93 0.18 -0.87
O -0.80618 1.60882 0.10725 -1.42 -1.72 0.17
C 2.36135 -0.24516 -0.69472 -2.14 2.32 1.27
H -1.16698 -1.15383 -0.49707 0.00 0.52 0.36
H -1.16301 2.49274 0.25082 0.54 0.88 -0.03
H 2.77918 0.58334 -1.24853 -0.04 -0.20 -0.38
H 1.42750 1.25156 0.75721 0.27 0.56 -0.48
H -0.18086 -2.22392 -0.99682 0.45 -2.50 -2.12
H -2.00018 0.62720 0.64550 -0.54 -0.98 0.21
H -3.45391 -0.35758 0.21983 -0.03 0.26 -0.63
C 0.80701 -0.27850 -0.78443 -1.20 -2.32 0.23
C 1.54128 0.22867 0.48607 3.55 0.11 1.87
H 1.62972 -0.34596 1.40783 -0.72 -0.49 -0.51
C -0.09838 -1.42821 -0.36052 -0.30 4.31 -1.10
H 0.41190 0.55582 -1.28386 -0.68 0.39 -1.38
N -2.73691 -0.14265 0.89525 0.42 0.75 0.99
```
Positions in Å, forces in eV/Å.

Summary:
ΔE to the lowest compared entry with this formula, charge and spin in kJ/mol: 914.4
Gap between HOMO and LUMO in eV: 4.704
Net charge: +1
Calculated total energy in eV: -7864.8142
Highest occupied orbital energy in eV: -14.41